Entry 1:
A structure of composition C54H69AsBrN4O5PS2Ti at a distorted geometry. Source: the Open Molecules 2025 dataset; level of theory: ωB97M-V/def2-TZVPD.

Calculated values
relative energy (zero: lowest compared OMol25 entry of this formula, charge and spin): 184.7 kJ/mol
charge: 0
gap between HOMO and LUMO: 4.8 eV

Each line ends with the Löwdin charge.
Atoms and positions in Å:
Ti1 0.2578 1.8122 -0.4605  0.87
O1 4.4426 2.4228 -0.4137  0.05
C1 4.8310 1.5169 -1.3412  -0.26
C2 6.1603 1.5903 -1.7532  0.00
C3 6.6604 0.7181 -2.7023  -0.08
C4 5.8300 -0.2360 -3.2783  -0.09
C5 4.5103 -0.3058 -2.8685  -0.04
C6 3.9990 0.5402 -1.8871  -0.12
C7 2.5871 0.2489 -1.4365  -0.38
O2 1.8431 1.3199 -0.9859  -0.30
N1 2.6791 -0.6914 -0.3260  0.04
N2 1.7919 -0.6219 0.6863  0.06
C8 1.8316 -1.5710 1.5335  -0.19
C9 1.0470 -1.6233 2.7499  -0.57
Br1 -0.4699 -0.4925 2.8284  0.98
C10 1.2715 -2.4194 3.7983  -0.10
C11 2.3871 -3.3493 4.0232  -0.21
C12 3.6813 -3.1705 3.5309  -0.06
C13 4.6760 -4.1003 3.7941  -0.08
C14 4.4068 -5.2229 4.5636  -0.09
C15 3.1325 -5.3982 5.0870  -0.08
C16 2.1416 -4.4677 4.8255  -0.04
H1 3.4773 2.5308 -0.3386  0.05
H2 6.7799 2.3560 -1.3049  0.12
H3 7.6972 0.7920 -3.0032  0.10
H4 6.2062 -0.9107 -4.0352  0.10
H5 3.8472 -1.0431 -3.3116  0.12
H6 2.0728 -0.1940 -2.2977  0.10
H7 3.0802 -1.5953 -0.5472  0.15
H8 2.5195 -2.4043 1.3812  0.12
H9 0.5216 -2.4132 4.5807  0.10
H10 3.9375 -2.2775 2.9744  0.10
H11 5.6725 -3.9413 3.4018  0.10
H12 5.1846 -5.9478 4.7640  0.10
H13 2.9105 -6.2602 5.7025  0.10
H14 1.1477 -4.6116 5.2326  0.11
C17 -4.2624 3.8765 -0.5697  -0.11
C18 -3.1866 2.9885 -1.1970  -0.50
C19 -3.6255 2.5648 -2.5964  -0.12
P1 -2.4676 1.5962 -0.1045  1.07
C20 -3.3081 1.8952 1.5660  -0.49
C21 -2.5798 2.8674 2.5030  -0.11
C22 -3.6014 0.5998 2.3214  -0.13
C23 -3.3592 0.1002 -0.6328  -0.35
C24 -4.7294 0.2944 -0.8735  -0.12
C25 -5.5995 -0.6991 -1.2617  -0.30
C26 -7.0676 -0.4427 -1.4860  -0.07
C27 -5.0471 -1.9755 -1.4233  -0.06
C28 -3.7336 -2.2298 -1.1389  -0.02
C29 -2.8186 -1.2264 -0.6652  -0.39
N3 -1.5788 -1.5437 -0.2928  0.05
C30 -1.3657 -2.9078 0.0006  -0.26
C31 -0.5813 -3.7415 -0.8215  -0.22
C32 -0.1530 -3.2748 -2.1781  -0.06
C33 -0.2737 -5.0411 -0.4384  -0.03
C34 -0.7597 -5.5996 0.7363  -0.29
C35 -0.4316 -7.0197 1.1177  -0.06
C36 -1.6058 -4.8125 1.4984  -0.03
C37 -1.9201 -3.4992 1.1588  -0.21
C38 -2.8986 -2.7702 2.0421  -0.07
H15 -4.4535 4.7094 -1.2515  0.09
H16 -3.9510 4.3030 0.3827  0.06
H17 -5.2090 3.3530 -0.4238  0.07
H18 -2.3230 3.6268 -1.3572  0.04
H19 -4.5674 2.0220 -2.5995  0.07
H20 -2.8700 1.9317 -3.0473  -0.01
H21 -3.7455 3.4617 -3.2118  0.09
H22 -4.2665 2.3347 1.2931  0.08
H23 -1.5128 2.6654 2.5479  0.04
H24 -2.9783 2.7605 3.5143  0.08
H25 -2.7121 3.9101 2.2146  0.06
H26 -2.6896 0.1540 2.7185  -0.05
H27 -4.1075 -0.1376 1.7033  0.06
H28 -4.2519 0.8369 3.1670  0.09
H29 -5.1379 1.2885 -0.7236  0.09
H30 -7.3055 0.6142 -1.3569  0.07
H31 -7.6835 -1.0089 -0.7829  0.07
H32 -7.3773 -0.7363 -2.4924  0.07
H33 -5.6836 -2.7868 -1.7653  0.11
H34 -3.3563 -3.2397 -1.2436  0.11
H35 -1.0053 -2.8537 -2.7130  0.06
H36 0.2578 -4.1064 -2.7559  0.07
H37 0.5809 -2.4912 -2.1248  0.04
H38 0.3404 -5.6483 -1.0990  0.11
H39 0.6478 -7.1853 1.1371  0.07
H40 -0.8596 -7.7256 0.4023  0.08
H41 -0.8253 -7.2615 2.1050  0.07
H42 -2.0439 -5.2306 2.4011  0.11
H43 -2.6315 -2.8838 3.0939  0.07
H44 -3.9045 -3.1783 1.9080  0.09
H45 -2.9347 -1.7127 1.8068  0.00
C39 1.8971 2.8765 -3.3994  -0.04
C40 0.8228 3.7015 -2.7645  -0.35
C41 0.4157 4.9147 -3.2281  -0.07
C42 -0.3708 5.5317 -2.2114  -0.04
C43 -0.4154 4.6738 -1.1580  -0.36
C44 -1.0398 4.9488 0.1678  -0.04
N4 0.2670 3.4956 -1.4862  -0.04
H46 2.2615 3.4134 -4.2755  0.09
H47 1.5809 1.8761 -3.7039  0.03
H48 2.7409 2.7509 -2.7220  0.07
H49 0.7022 5.3453 -4.1758  0.11
H50 -0.8240 6.5105 -2.2384  0.11
H51 -1.8548 5.6622 0.0457  0.10
H52 -0.3158 5.3773 0.8624  0.08
H53 -1.4343 4.0533 0.6408  0.02
C45 4.3370 -0.4043 5.8491  -0.04
C46 3.6163 0.4528 4.8445  -0.26
C47 2.3501 0.9622 5.1219  -0.03
C48 1.6983 1.7754 4.2133  -0.08
C49 2.3149 2.0714 3.0044  -0.27
C50 3.5788 1.5881 2.7070  -0.03
C51 4.2194 0.7806 3.6333  -0.03
S1 1.4430 3.1116 1.8914  0.58
O3 2.2563 3.4708 0.7554  -0.28
O4 0.8746 4.1678 2.6673  -0.25
O5 0.2958 2.2139 1.3222  -0.51
H54 3.6587 -0.7525 6.6268  0.08
H55 5.1347 0.1674 6.3282  0.09
H56 4.7942 -1.2712 5.3721  0.07
H57 1.8634 0.7097 6.0559  0.12
H58 0.7238 2.1887 4.4342  0.12
H59 4.0592 1.8411 1.7710  0.10
H60 5.2083 0.3986 3.4068  0.12
C52 -1.1326 2.6111 -5.3012  -0.22
As1 -1.0129 0.8257 -4.5657  0.78
C53 -2.6726 -0.0671 -4.9634  -0.23
C54 0.2488 -0.0769 -5.7115  -0.24
S2 -0.5958 0.4250 -2.5358  0.37
H61 -1.9063 2.6112 -6.0679  0.04
H62 -0.1693 2.8710 -5.7349  0.04
H63 -1.3734 3.3196 -4.5138  0.02
H64 -2.9570 0.1234 -5.9977  0.04
H65 -3.4482 0.2684 -4.2795  0.03
H66 -2.5142 -1.1330 -4.8037  0.04
H67 -0.1263 -0.0575 -6.7344  0.04
H68 0.3447 -1.1055 -5.3680  0.04
H69 1.2170 0.4177 -5.6593  0.03

---

Entry 2:
A cluster of 6 separate species, C54H69ClN7O18S in total at a distorted geometry. Source: the Open Molecules 2025 dataset; level of theory: ωB97M-V/def2-TZVPD.

Calculated values
charge: +1
gap between HOMO and LUMO: 7.5 eV

Each line ends with the Löwdin charge.
Atoms and positions in Å:
C1 -2.8266 -2.2275 4.2867  -0.06
C2 -1.6025 -2.2039 3.3904  -0.28
O1 -1.9260 -2.3092 2.0226  -0.13
C3 -2.6223 -1.1735 1.5157  -0.18
C4 -2.0013 -0.9583 0.1543  -0.15
O2 -2.5894 0.0805 -0.6517  -0.07
C5 -1.9340 1.2802 -0.6939  -0.25
N1 -2.0953 2.0847 0.6061  0.09
C6 -3.2231 3.0582 0.4397  -0.01
C7 -4.5594 2.3566 0.2447  -0.40
O3 -5.3048 2.7061 -0.6743  0.14
N2 -4.8402 1.3436 1.2104  -0.15
C8 -5.6193 0.2740 0.5318  -0.08
C9 -5.6777 1.9209 2.3045  -0.03
C10 -0.8636 2.6897 1.2584  -0.13
C11 -0.7701 4.2103 1.1759  -0.13
C12 -0.5593 4.8802 -0.1762  -0.18
C13 -0.3631 6.4011 0.0369  -0.18
C14 -0.9975 7.2264 -1.1012  -0.21
S1 -2.6251 7.8244 -0.7279  0.59
O4 -2.5266 9.1698 -0.2621  -0.26
O5 -3.4681 7.5584 -1.8513  -0.27
O6 -3.0877 6.8700 0.4648  -0.16
C15 0.4232 1.8689 1.0124  -0.33
C16 0.3941 0.7071 2.0734  -0.11
C17 1.2331 -0.5121 1.7559  -0.18
C18 2.7477 -0.3055 1.7290  -0.17
C19 3.4232 -1.6740 1.7501  -0.22
N3 4.7340 -1.6226 1.1098  0.01
C20 4.6147 -1.5271 -0.3117  -0.52
N4 5.0796 -0.5399 -0.9644  0.14
N5 3.9308 -2.5953 -0.9750  0.11
C21 1.6960 2.7015 1.1883  -0.03
C22 2.0052 3.1065 2.6125  -0.48
O7 1.1736 3.3101 3.4723  0.12
O8 3.3287 3.2108 2.9067  0.13
N6 0.5206 1.2469 -0.3065  0.03
C23 -0.4996 1.2670 -1.2726  -0.64
Cl1 -0.2651 -0.2820 -2.2456  0.76
C24 -0.3571 2.3753 -2.3663  -0.26
N7 1.0130 2.8443 -2.4586  0.04
H1 -3.4892 -3.0175 3.9487  0.09
H2 -2.5527 -2.3997 5.3211  0.08
H3 -3.3712 -1.2872 4.2488  0.07
H4 -0.9818 -3.0525 3.6572  0.12
H5 -0.9909 -1.3177 3.5798  0.10
H6 -2.4751 -0.3486 2.2134  0.10
H7 -3.6656 -1.4409 1.4137  0.12
H8 -0.9273 -0.8375 0.2147  0.07
H9 -2.1490 -1.8834 -0.3915  0.14
H10 -2.4957 1.8514 -1.4266  0.16
H11 -2.4880 1.4191 1.2832  0.15
H12 -3.0562 3.7193 -0.3939  0.13
H13 -3.3316 3.5936 1.3779  0.15
H14 -6.6450 0.5784 0.3475  0.10
H15 -5.1382 -0.0286 -0.3843  0.07
H16 -5.6323 -0.5957 1.1712  0.07
H17 -6.1400 2.8524 1.9877  0.10
H18 -5.1066 2.0848 3.2119  0.08
H19 -6.4719 1.2299 2.5474  0.09
H20 -1.0221 2.5406 2.3233  0.15
H21 -1.6408 4.6806 1.6233  0.11
H22 0.0298 4.5412 1.8247  0.12
H23 0.3247 4.5253 -0.6960  0.09
H24 -1.4092 4.7874 -0.8443  0.09
H25 -0.8310 6.6814 0.9742  0.10
H26 0.6868 6.6525 0.1227  0.12
H27 -0.3615 8.0820 -1.2864  0.11
H28 -1.0194 6.6340 -2.0050  0.07
H29 -3.6228 7.4043 1.0671  0.11
H30 0.6260 1.0754 3.0670  0.12
H31 -0.6487 0.3914 2.1221  0.08
H32 1.0269 -1.2391 2.5448  0.11
H33 0.9353 -1.0042 0.8381  0.10
H34 3.1064 0.3264 2.5341  0.12
H35 3.0016 0.1128 0.7562  0.09
H36 2.7715 -2.3754 1.2225  0.10
H37 3.5364 -2.0017 2.7780  0.13
H38 5.2583 -2.4667 1.3196  0.08
H39 5.5524 0.0843 -0.3169  0.04
H40 2.9993 -2.2347 -1.1655  0.08
H41 4.3539 -2.6577 -1.8987  0.05
H42 1.6724 3.6150 0.5983  0.13
H43 2.5484 2.1537 0.8077  0.12
H44 3.8091 3.4871 2.1192  0.12
H45 1.4432 1.2528 -0.7045  0.11
H46 -1.0526 3.1932 -2.2092  0.10
H47 -0.6425 1.9424 -3.3202  0.10
H48 1.5521 2.2306 -3.0503  0.09
H49 1.0409 3.7787 -2.8368  0.04
C25 -7.8811 -2.0890 -3.3525  0.03
C26 -7.1861 -1.7770 -2.2625  0.02
C27 -6.5182 -2.8238 -1.4507  -0.37
O9 -5.8820 -2.5422 -0.4527  0.08
C28 -6.6527 -4.2302 -1.8985  0.02
C29 -7.3473 -4.5449 -2.9884  0.03
C30 -8.0166 -3.4990 -3.8035  -0.38
O10 -8.6463 -3.7807 -4.7958  0.13
H50 -8.3770 -1.3424 -3.9595  0.13
H51 -7.0767 -0.7556 -1.9203  0.11
H52 -6.1570 -4.9761 -1.2904  0.12
H53 -7.4586 -5.5651 -3.3324  0.13
C31 2.8000 -5.6438 -2.2520  0.02
C32 1.8171 -6.5264 -2.4085  0.02
C33 1.3113 -6.8916 -3.7541  -0.39
O11 0.4113 -7.6907 -3.8949  0.11
C34 1.9457 -6.2346 -4.9274  0.02
C35 2.9290 -5.3516 -4.7765  0.02
C36 3.4313 -4.9923 -3.4274  -0.36
O12 4.3246 -4.1858 -3.2749  0.08
H54 3.1795 -5.3580 -1.2789  0.08
H55 1.3402 -7.0177 -1.5695  0.11
H56 1.5611 -6.5159 -5.8995  0.12
H57 3.4048 -4.8603 -5.6160  0.12
C37 -0.3342 -6.7552 2.1161  0.03
C38 0.3913 -6.0890 1.2225  0.02
C39 1.8169 -5.7654 1.4775  -0.37
O13 2.4808 -5.1521 0.6671  0.07
C40 2.4046 -6.2116 2.7638  0.03
C41 1.6797 -6.8777 3.6587  0.03
C42 0.2526 -7.2029 3.4060  -0.39
O14 -0.4093 -7.8069 4.2190  0.12
H58 -1.3756 -7.0014 1.9527  0.12
H59 -0.0177 -5.7513 0.2782  0.12
H60 3.4467 -5.9632 2.9246  0.12
H61 2.0871 -7.2125 4.6040  0.12
C43 8.4495 -2.8447 4.3504  0.03
C44 7.4610 -3.0180 3.4780  0.02
C45 7.0974 -4.3707 2.9879  -0.38
O15 6.1953 -4.5305 2.1895  0.09
C46 7.8750 -5.5219 3.5052  0.02
C47 8.8639 -5.3499 4.3779  0.03
C48 9.2295 -3.9972 4.8712  -0.38
O16 10.1266 -3.8387 5.6666  0.12
H62 8.7332 -1.8681 4.7212  0.12
H63 6.8816 -2.1901 3.0860  0.11
H64 7.5922 -6.4980 3.1324  0.12
H65 9.4450 -6.1754 4.7680  0.13
C49 1.8145 8.2094 -6.3032  0.04
C50 1.9986 7.1711 -5.4914  0.02
C51 0.8937 6.6548 -4.6551  -0.37
O17 1.0526 5.7093 -3.9016  0.07
C52 -0.4178 7.3277 -4.7505  0.01
C53 -0.6109 8.3680 -5.5551  0.04
C54 0.4955 8.8914 -6.4012  -0.37
O18 0.3292 9.8336 -7.1375  0.13
H66 2.6059 8.6068 -6.9254  0.13
H67 2.9498 6.6617 -5.4040  0.12
H68 -1.2059 6.9213 -4.1296  0.11
H69 -1.5634 8.8762 -5.6342  0.13

---

Entry 3:
A structure of composition C54H70As2BeN4O10P. Source: the Open Molecules 2025 dataset; level of theory: ωB97M-V/def2-TZVPD.

Calculated values
charge: +1
gap between HOMO and LUMO: 6.8 eV

Each line ends with the Löwdin charge.
Atoms and positions in Å:
Be1 0.4619 -0.2766 1.0814  0.06
C1 -0.5853 -1.4463 9.4269  -0.07
O1 -1.2982 -1.7406 8.2343  -0.08
C2 -1.9228 -0.7149 7.6172  -0.29
C3 -1.9368 0.5917 8.0855  -0.01
C4 -2.6099 1.5707 7.3666  -0.03
C5 -3.2164 1.2824 6.1536  -0.29
C6 -3.2170 -0.0401 5.7013  -0.02
C7 -2.5988 -1.0284 6.4387  0.01
N1 -3.9386 2.3474 5.5202  0.08
N2 -3.9992 2.5345 4.2855  0.09
C8 -3.1762 1.8866 3.3127  -0.22
C9 -3.7415 1.5334 2.1111  0.02
C10 -3.0112 0.9568 1.0505  0.00
C11 -1.6729 0.6944 1.2035  -0.32
O2 -0.8352 0.1670 0.2923  -0.18
C12 -1.0823 1.0387 2.4491  -0.13
N3 0.2386 0.7028 2.5330  0.10
C13 0.9465 1.1564 3.5461  -0.09
C14 0.3867 1.9892 4.5210  -0.02
C15 -0.9586 2.2728 4.4836  0.03
C16 -1.7650 1.7305 3.4626  -0.09
H1 -0.1479 -2.3831 9.7560  0.09
H2 -1.2494 -1.0695 10.2077  0.10
H3 0.2094 -0.7189 9.2430  0.10
H4 -1.4532 0.8530 9.0180  0.11
H5 -2.6468 2.5896 7.7390  0.12
H6 -3.7491 -0.2959 4.7929  0.11
H7 -2.6377 -2.0646 6.1278  0.11
H8 -4.8063 1.7055 1.9902  0.13
H9 -3.4973 0.7381 0.1074  0.12
H10 1.9962 0.8794 3.5808  0.12
H11 1.0204 2.4058 5.2923  0.12
H12 -1.3915 2.9338 5.2221  0.12
C17 6.2761 1.1811 0.3104  -0.02
C18 4.8331 0.7866 0.4210  -0.23
C19 4.4505 -0.5344 0.6458  0.01
C20 3.1140 -0.8465 0.7738  -0.10
N4 2.1358 0.0671 0.6601  0.04
C21 2.4979 1.3457 0.4367  -0.10
C22 3.8139 1.7323 0.3233  0.00
H13 6.9253 0.3092 0.2659  0.08
H14 6.5681 1.7779 1.1778  0.10
H15 6.4429 1.7998 -0.5719  0.09
H16 5.1925 -1.3217 0.7225  0.13
H17 2.8004 -1.8622 0.9758  0.08
H18 1.6867 2.0611 0.3457  0.06
H19 4.0448 2.7794 0.1571  0.13
C23 -4.3831 -3.4537 2.0551  -0.18
C24 -3.5383 -3.1136 3.3007  -0.17
C25 -2.2644 -2.3449 2.9130  -0.19
C26 -1.7270 -2.9136 1.5983  -0.41
C27 -2.6749 -2.4879 0.4503  -0.17
C28 -4.1376 -2.4338 0.9432  -0.18
P1 0.0597 -2.5249 1.3216  1.20
C29 0.3418 -3.5462 -0.2135  -0.38
C30 1.3507 -2.9707 -1.2478  -0.18
C31 2.5275 -3.9105 -1.5379  -0.19
C32 3.0371 -4.5560 -0.2503  -0.19
C33 1.9803 -5.4954 0.3490  -0.18
C34 0.5353 -5.0502 0.0496  -0.17
C35 0.9754 -3.3422 2.7286  -0.39
C36 0.2988 -4.5453 3.4449  -0.17
C37 0.1768 -4.3386 4.9568  -0.20
C38 1.5372 -4.0338 5.5851  -0.17
C39 2.2559 -2.8680 4.8562  -0.17
C40 1.3986 -2.2665 3.7409  -0.24
H20 -5.4413 -3.4814 2.3178  0.11
H21 -4.1278 -4.4518 1.6849  0.11
H22 -3.2589 -4.0374 3.8178  0.11
H23 -4.1287 -2.5189 4.0025  0.10
H24 -1.5250 -2.4126 3.7128  0.08
H25 -2.4854 -1.2830 2.7718  0.10
H26 -1.7618 -4.0037 1.6635  0.10
H27 -2.6205 -3.2106 -0.3652  0.11
H28 -2.3821 -1.5173 0.0492  0.09
H29 -4.8028 -2.6323 0.1021  0.12
H30 -4.3781 -1.4314 1.3129  0.10
H31 -0.6355 -3.4503 -0.6731  0.08
H32 1.7355 -2.0090 -0.9159  0.06
H33 0.8186 -2.7626 -2.1776  0.12
H34 3.3279 -3.3436 -2.0188  0.11
H35 2.2223 -4.6944 -2.2381  0.12
H36 3.2992 -3.7672 0.4672  0.08
H37 3.9530 -5.1161 -0.4458  0.11
H38 2.1414 -5.5953 1.4238  0.09
H39 2.1163 -6.4912 -0.0748  0.12
H40 -0.1230 -5.3713 0.8609  0.10
H41 0.1868 -5.5680 -0.8463  0.12
H42 1.8944 -3.7020 2.2501  0.09
H43 0.9004 -5.4428 3.2711  0.11
H44 -0.6921 -4.7581 3.0430  0.09
H45 -0.2459 -5.2396 5.4047  0.12
H46 -0.5184 -3.5248 5.1808  0.09
H47 2.1530 -4.9359 5.5445  0.11
H48 1.3960 -3.7937 6.6404  0.11
H49 3.1979 -3.2220 4.4236  0.11
H50 2.5115 -2.0765 5.5648  0.11
H51 1.9686 -1.4842 3.2341  0.07
H52 0.5144 -1.7842 4.1748  0.10
C41 3.8498 3.1283 -3.0689  -0.04
O3 2.4504 3.0747 -2.7443  -0.12
C42 1.8167 4.2695 -2.7402  -0.51
O4 2.3965 5.2910 -2.9999  0.14
C43 0.3594 4.1285 -2.3991  -0.22
C44 -0.4374 5.1938 -2.5849  -0.27
As1 -2.4057 5.4890 -2.2717  1.38
C45 -2.2750 6.6428 -0.6917  -0.28
C46 -2.5928 3.6398 -1.6408  -0.31
C47 -1.5848 3.1838 -0.8736  -0.30
As2 -0.0658 2.2539 -1.7068  1.38
C48 -0.8134 1.6412 -3.4116  -0.26
C49 -1.2097 3.9404 0.3690  -0.54
O5 -2.0129 4.4025 1.1312  0.11
O6 0.1236 3.9229 0.6393  -0.12
C50 0.5736 4.6869 1.7772  -0.01
C51 -3.3705 2.7130 -2.5050  -0.58
O7 -3.5251 1.5356 -2.2716  0.08
O8 -3.9800 3.3187 -3.5337  -0.10
C52 -4.8978 2.5037 -4.2820  -0.02
C53 0.0867 6.5246 -3.0919  -0.57
O9 0.2511 7.4308 -2.3237  0.13
O10 0.1830 6.7341 -4.4156  -0.01
C54 -0.0317 5.6687 -5.3529  -0.03
H53 4.2139 2.1086 -2.9923  0.09
H54 4.3737 3.7841 -2.3773  0.09
H55 3.9951 3.5086 -4.0758  0.10
H56 -2.5256 7.6506 -1.0104  0.03
H57 -1.2790 6.6536 -0.2613  0.03
H58 -2.9966 6.2967 0.0431  0.03
H59 -1.4147 2.4009 -3.9030  0.03
H60 -1.4200 0.7546 -3.2314  0.03
H61 0.0223 1.3751 -4.0581  0.03
H62 1.4455 4.1760 2.1801  0.09
H63 -0.2081 4.7523 2.5258  0.09
H64 0.8499 5.6878 1.4500  0.10
H65 -5.4309 3.1792 -4.9414  0.10
H66 -5.5889 1.9993 -3.6126  0.10
H67 -4.3608 1.7568 -4.8623  0.10
H68 -0.0595 6.1375 -6.3314  0.10
H69 -0.9756 5.1570 -5.1734  0.08
H70 0.7877 4.9523 -5.3255  0.09

---

> Number 3 is which compound?

C54H70As2BeN4O10P

---

> Which of these has the highest gap between HOMO and LUMO?

C54H69ClN7O18S

---

> Among the records above, which one has the lowest charge?

C54H69AsBrN4O5PS2Ti

---

> What is the formula in the first record?

C54H69AsBrN4O5PS2Ti